[1]
ORCA calculation (ωB97M-V/def2-TZVPD) on a cluster of 14 separate species, C38H84O24S9 in total in a non-equilibrium geometry.

Output
* frontier orbital gap: 7.834 eV
* energy above the lowest of the compared OMol25 structures with the same formula, charge and spin: 0.000 eV
* 2S+1: 1
* maximum force: 3.009 eV/Å

Each atom is followed by the atoms it is bonded to, with distances in Å.
Geometry (Å):
1 C -2.292 1.635 3.663  C2 1.521, H8 1.089, H9 1.091, H10 1.093
2 C -3.082 2.552 4.584  C1 1.521, C3 1.547, O7 1.424, H11 1.093
3 C -2.431 3.941 4.785  C2 1.547, O4 1.430, H12 1.090, H13 1.088
4 O -3.525 4.854 4.659  C3 1.430, C5 1.330
5 C -4.559 4.239 4.092  O4 1.330, O6 1.192, O7 1.351
6 O -5.574 4.757 3.742  C5 1.192
7 O -4.288 2.925 3.927  C2 1.424, C5 1.351
8 H -1.847 2.173 2.828  C1 1.089
9 H -2.933 0.834 3.292  C1 1.091
10 H -1.465 1.184 4.218  C1 1.093
11 H -3.300 1.996 5.500  C2 1.093
12 H -1.697 4.153 4.007  C3 1.090
13 H -1.986 3.995 5.776  C3 1.088
14 C 0.608 -6.909 5.167  C15 1.535, H21 1.089, H22 1.085, H23 1.092
15 C -0.737 -6.508 4.546  C14 1.535, C16 1.557, O20 1.440, H24 1.090
16 C -1.717 -5.808 5.533  C15 1.557, O17 1.411, H25 1.091, H26 1.086
17 O -1.971 -4.580 4.887  C16 1.411, C18 1.321
18 C -1.306 -4.443 3.755  O17 1.321, O19 1.197, O20 1.362
19 O -1.455 -3.542 2.981  C18 1.197
20 O -0.474 -5.502 3.550  C15 1.440, C18 1.362
21 H 0.445 -7.542 6.037  C14 1.089
22 H 1.253 -6.058 5.366  C14 1.085
23 H 1.075 -7.528 4.399  C14 1.092
24 H -1.236 -7.355 4.075  C15 1.090
25 H -1.186 -5.608 6.465  C16 1.091
26 H -2.635 -6.369 5.686  C16 1.086
27 C -1.520 -0.769 -3.334  C28 1.528, H34 1.098, H35 1.094, H36 1.088
28 C -0.149 -1.046 -3.947  C27 1.528, C29 1.543, O33 1.415, H37 1.090
29 C -0.158 -2.061 -5.109  C28 1.543, O30 1.435, H38 1.090, H39 1.086
30 O 0.500 -1.337 -6.159  C29 1.435, C31 1.339
31 C 0.755 -0.077 -5.787  O30 1.339, O32 1.182, O33 1.353
32 O 1.332 0.729 -6.432  C31 1.182
33 O 0.330 0.154 -4.524  C28 1.415, C31 1.353
34 H -2.163 -0.308 -4.097  C27 1.098
35 H -1.561 -0.008 -2.550  C27 1.094
36 H -2.108 -1.594 -2.936  C27 1.088
37 H 0.556 -1.326 -3.165  C28 1.090
38 H -1.176 -2.284 -5.429  C29 1.090
39 H 0.409 -2.958 -4.883  C29 1.086
40 C 6.820 -0.327 -2.368  C41 1.529, H47 1.092, H48 1.088, H49 1.091
41 C 5.513 -1.003 -1.953  C40 1.529, C42 1.540, O46 1.455, H50 1.087
42 C 4.381 0.002 -1.671  C41 1.540, O43 1.431, H51 1.091, H52 1.085
43 O 3.287 -0.526 -2.429  C42 1.431, C44 1.338
44 C 3.750 -1.358 -3.370  O43 1.338, O45 1.198, O46 1.318
45 O 3.115 -1.820 -4.275  C44 1.198
46 O 5.034 -1.595 -3.194  C41 1.455, C44 1.318
47 H 6.998 0.542 -1.730  C40 1.092
48 H 6.834 0.031 -3.395  C40 1.088
49 H 7.632 -1.053 -2.320  C40 1.091
50 H 5.491 -1.761 -1.175  C41 1.087
51 H 4.628 1.045 -1.870  C42 1.091
52 H 4.053 -0.041 -0.637  C42 1.085
53 C -3.263 4.310 0.528  C54 1.535, H60 1.087, H61 1.090, H62 1.088
54 C -4.084 3.309 -0.295  C53 1.535, C55 1.548, O59 1.437, H63 1.089
55 C -4.660 2.057 0.410  C54 1.548, O56 1.422, H64 1.086, H65 1.087
56 O -6.042 2.086 0.076  C55 1.422, C57 1.350
57 C -6.364 3.279 -0.467  O56 1.350, O58 1.189, O59 1.334
58 O -7.476 3.596 -0.743  C57 1.189
59 O -5.284 4.057 -0.557  C54 1.437, C57 1.334
60 H -3.762 4.508 1.474  C53 1.087
61 H -3.157 5.201 -0.090  C53 1.090
62 H -2.247 3.966 0.714  C53 1.088
63 H -3.594 3.086 -1.242  C54 1.089
64 H -4.474 2.072 1.479  C55 1.086
65 H -4.129 1.224 -0.046  C55 1.087
66 C 2.037 -2.434 0.177  S67 1.813, H70 1.088, H71 1.090, H72 1.090
67 S 2.635 -3.917 -0.678  C66 1.813, O68 1.492, C69 1.811
68 O 4.003 -3.528 -1.129  S67 1.492
69 C 2.976 -4.891 0.811  S67 1.811, H73 1.087, H74 1.092, H75 1.091
70 H 1.532 -1.839 -0.581  C66 1.088
71 H 2.900 -1.875 0.541  C66 1.090
72 H 1.332 -2.620 0.987  C66 1.090
73 H 3.456 -5.831 0.550  C69 1.087
74 H 2.045 -5.035 1.363  C69 1.092
75 H 3.671 -4.319 1.428  C69 1.091
76 C 2.345 2.595 -3.564  S77 1.807, H80 1.096, H81 1.090, H82 1.090
77 S 3.874 3.503 -3.884  C76 1.807, O78 1.493, C79 1.826
78 O 3.510 4.676 -4.733  S77 1.493
79 C 4.269 4.211 -2.248  S77 1.826, H83 1.091, H84 1.092, H85 1.090
80 H 1.619 3.234 -3.046  C76 1.096
81 H 2.397 1.706 -2.935  C76 1.090
82 H 1.882 2.351 -4.520  C76 1.090
83 H 4.840 3.543 -1.601  C79 1.091
84 H 3.407 4.569 -1.682  C79 1.092
85 H 4.885 5.079 -2.479  C79 1.090
86 C -2.000 5.122 -5.114  S87 1.824, H90 1.095, H91 1.088, H92 1.093
87 S -0.564 4.326 -4.318  C86 1.824, O88 1.491, C89 1.816
88 O -0.260 5.221 -3.165  S87 1.491
89 C -1.437 2.891 -3.630  S87 1.816, H93 1.085, H94 1.091, H95 1.088
90 H -1.570 6.020 -5.569  C86 1.095
91 H -2.800 5.435 -4.447  C86 1.088
92 H -2.384 4.614 -6.001  C86 1.093
93 H -1.947 2.348 -4.419  C89 1.085
94 H -2.139 3.253 -2.878  C89 1.091
95 H -0.692 2.333 -3.066  C89 1.088
96 C 0.758 0.920 -0.302  S97 1.809, H100 1.090, H101 1.086, H102 1.092
97 S -0.833 0.997 0.554  C96 1.809, O98 1.519, C99 1.813
98 O -1.793 1.443 -0.535  S97 1.519
99 C -1.064 -0.794 0.707  S97 1.813, H103 1.096, H104 1.087, H105 1.091
100 H 1.502 0.326 0.228  C96 1.090
101 H 1.135 1.938 -0.324  C96 1.086
102 H 0.714 0.535 -1.323  C96 1.092
103 H -2.152 -0.868 0.594  C99 1.096
104 H -0.787 -1.279 1.640  C99 1.087
105 H -0.704 -1.332 -0.172  C99 1.091
106 C 1.666 -2.969 5.702  S107 1.836, H110 1.090, H111 1.093, H112 1.087
107 S 2.339 -1.329 5.220  C106 1.836, O108 1.517, C109 1.862
108 O 3.394 -1.618 4.169  S107 1.517
109 C 0.951 -0.883 4.062  S107 1.862, H113 1.087, H114 1.084, H115 1.093
110 H 0.609 -2.960 5.965  C106 1.090
111 H 2.207 -3.166 6.632  C106 1.093
112 H 1.924 -3.755 4.997  C106 1.087
113 H 0.831 -1.737 3.400  C109 1.087
114 H 1.239 0.059 3.608  C109 1.084
115 H 0.033 -0.811 4.650  C109 1.093
116 C 5.675 2.602 1.609  S117 1.823, H120 1.085, H121 1.092, H122 1.090
117 S 3.897 2.214 1.728  C116 1.823, O118 1.511, C119 1.846
118 O 3.496 2.023 0.283  S117 1.511
119 C 4.224 0.463 2.214  S117 1.846, H123 1.092, H124 1.087, H125 1.086
120 H 6.260 1.767 1.236  C116 1.085
121 H 5.989 2.929 2.602  C116 1.092
122 H 5.779 3.444 0.925  C116 1.090
123 H 4.894 -0.002 1.489  C119 1.092
124 H 3.292 -0.083 2.090  C119 1.087
125 H 4.711 0.396 3.183  C119 1.086
126 C -0.837 -5.189 -0.069  S127 1.832, H130 1.084, H131 1.091, H132 1.092
127 S -1.569 -4.014 -1.269  C126 1.832, O128 1.513, C129 1.815
128 O -0.344 -3.200 -1.625  S127 1.513
129 C -1.830 -5.147 -2.663  S127 1.815, H133 1.091, H134 1.089, H135 1.091
130 H -0.447 -4.633 0.776  C126 1.084
131 H -0.065 -5.723 -0.625  C126 1.091
132 H -1.572 -5.958 0.177  C126 1.092
133 H -2.590 -5.897 -2.442  C129 1.091
134 H -0.892 -5.613 -2.962  C129 1.089
135 H -2.206 -4.563 -3.504  C129 1.091
136 C -4.543 -2.532 -1.574  S137 1.821, H140 1.084, H141 1.085, H142 1.096
137 S -6.278 -2.169 -1.159  C136 1.821, O138 1.513, C139 1.838
138 O -6.291 -0.662 -1.028  S137 1.513
139 C -7.029 -2.631 -2.771  S137 1.838, H143 1.087, H144 1.089, H145 1.090
140 H -3.983 -2.378 -0.658  C136 1.084
141 H -4.146 -2.022 -2.446  C136 1.085
142 H -4.616 -3.606 -1.781  C136 1.096
143 H -6.515 -3.460 -3.253  C139 1.087
144 H -7.094 -1.749 -3.405  C139 1.089
145 H -8.055 -2.918 -2.540  C139 1.090
146 C 2.060 5.638 1.586  S147 1.824, H150 1.094, H151 1.092, H152 1.089
147 S 1.098 4.128 1.240  C146 1.824, O148 1.508, C149 1.823
148 O 0.003 4.113 2.277  S147 1.508
149 C 0.399 4.813 -0.297  S147 1.823, H153 1.091, H154 1.091, H155 1.088
150 H 2.933 5.630 0.926  C146 1.094
151 H 2.479 5.744 2.589  C146 1.092
152 H 1.476 6.545 1.436  C146 1.089
153 H -0.342 4.087 -0.633  C149 1.091
154 H 1.124 4.871 -1.111  C149 1.091
155 H -0.066 5.793 -0.212  C149 1.088

Atom charges from the Löwdin analysis, given in e for atoms 1 to 4: -0.04 -0.30 -0.06 0.08

[2]
ORCA calculation (ωB97M-V/def2-TZVPD) on a cluster of 8 separate species, C38H85N3O5 in total in a non-equilibrium geometry.

Output
* frontier orbital gap: 8.268 eV
* energy above the lowest of the compared OMol25 structures with the same formula, charge and spin: 4.557 eV
* 2S+1: 1
* maximum force: 4.250 eV/Å
* structure (SMILES): CCN(CC)CC.CCN(CC)CC.CCN(CC)CC.C1CCOC1.C1CCOC1.C1CCOC1.C1CCOC1.C1CCOC1

Each atom is followed by the atoms it is bonded to, with distances in Å.
Geometry (Å):
1 C -6.657 8.928 -16.682  C2 1.592, H8 1.090, H9 1.090, H10 1.090
2 C -6.152 8.457 -18.117  C1 1.592, N3 1.415, H11 1.090, H12 1.090
3 N -6.807 9.082 -19.204  C2 1.415, C4 1.437, C6 1.463
4 C -8.222 8.832 -19.172  N3 1.437, C5 1.570, H13 1.090, H14 1.090
5 C -8.920 8.797 -20.578  C4 1.570, H15 1.090, H16 1.090, H17 1.090
6 C -6.369 10.461 -19.420  N3 1.463, C7 1.472, H18 1.090, H19 1.090
7 C -4.966 10.501 -19.865  C6 1.472, H20 1.090, H21 1.090, H22 1.090
8 H -7.743 8.866 -16.616  C1 1.090
9 H -6.450 9.990 -16.553  C1 1.090
10 H -6.388 8.312 -15.823  C1 1.090
11 H -5.093 8.537 -18.361  C2 1.090
12 H -6.428 7.403 -18.168  C2 1.090
13 H -8.639 7.949 -18.688  C4 1.090
14 H -8.704 9.619 -18.593  C4 1.090
15 H -8.431 9.555 -21.189  C5 1.090
16 H -8.640 7.831 -21.000  C5 1.090
17 H -9.997 8.778 -20.749  C5 1.090
18 H -6.466 11.148 -18.579  C6 1.090
19 H -6.972 10.860 -20.235  C6 1.090
20 H -4.736 9.972 -20.790  C7 1.090
21 H -4.214 10.221 -19.128  C7 1.090
22 H -4.714 11.483 -20.267  C7 1.090
23 C -2.219 14.154 -28.303  C24 1.524, H30 1.090, H31 1.090, H32 1.090
24 C -2.703 15.216 -27.323  C23 1.524, N25 1.472, H33 1.090, H34 1.090
25 N -3.175 14.661 -26.044  C24 1.472, C26 1.470, C28 1.480
26 C -4.610 14.344 -26.084  N25 1.470, C27 1.541, H35 1.090, H36 1.090
27 C -5.421 15.645 -25.928  C26 1.541, H37 1.090, H38 1.090, H39 1.090
28 C -2.634 15.286 -24.816  N25 1.480, C29 1.546, H40 1.090, H41 1.090
29 C -1.238 14.699 -24.503  C28 1.546, H42 1.090, H43 1.090, H44 1.090
30 H -1.459 13.651 -27.705  C23 1.090
31 H -1.850 14.551 -29.249  C23 1.090
32 H -2.876 13.288 -28.379  C23 1.090
33 H -1.861 15.885 -27.147  C24 1.090
34 H -3.446 15.847 -27.811  C24 1.090
35 H -4.890 13.865 -27.023  C26 1.090
36 H -4.850 13.658 -25.271  C26 1.090
37 H -6.478 15.392 -26.009  C27 1.090
38 H -5.374 16.122 -24.949  C27 1.090
39 H -5.236 16.416 -26.676  C27 1.090
40 H -3.288 14.950 -24.011  C28 1.090
41 H -2.748 16.369 -24.841  C28 1.090
42 H -0.808 15.153 -23.611  C29 1.090
43 H -0.548 14.910 -25.320  C29 1.090
44 H -1.373 13.634 -24.316  C29 1.090
45 C -12.770 17.606 -27.309  C46 1.552, H52 1.090, H53 1.090, H54 1.090
46 C -12.141 18.157 -28.616  C45 1.552, N47 1.500, H55 1.090, H56 1.090
47 N -10.712 17.790 -28.886  C46 1.500, C48 1.477, C50 1.508
48 C -10.414 16.343 -28.873  N47 1.477, C49 1.529, H57 1.090, H58 1.090
49 C -9.840 15.980 -27.503  C48 1.529, H59 1.090, H60 1.090, H61 1.090
50 C -9.950 18.465 -29.999  N47 1.508, C51 1.502, H62 1.090, H63 1.090
51 C -10.280 19.920 -30.167  C50 1.502, H64 1.090, H65 1.090, H66 1.090
52 H -12.193 17.906 -26.434  C45 1.090
53 H -12.738 16.520 -27.228  C45 1.090
54 H -13.781 17.986 -27.158  C45 1.090
55 H -12.622 17.786 -29.522  C46 1.090
56 H -12.090 19.243 -28.545  C46 1.090
57 H -11.357 15.811 -29.004  C48 1.090
58 H -9.763 16.033 -29.691  C48 1.090
59 H -10.511 16.282 -26.699  C49 1.090
60 H -9.773 14.896 -27.415  C49 1.090
61 H -8.853 16.343 -27.217  C49 1.090
62 H -10.267 17.919 -30.888  C50 1.090
63 H -8.882 18.442 -29.783  C50 1.090
64 H -11.279 20.102 -30.563  C51 1.090
65 H -9.612 20.304 -30.937  C51 1.090
66 H -10.057 20.417 -29.223  C51 1.090
67 C -7.967 12.478 -22.669  C68 1.468, C71 1.536, H72 1.090, H73 1.090
68 C -8.949 12.804 -23.711  C67 1.468, C69 1.466, H74 1.090, H75 1.090
69 C -9.177 14.239 -23.508  C68 1.466, O70 1.441, H76 1.090, H77 1.090
70 O -7.946 14.749 -22.961  C69 1.441, C71 1.414
71 C -7.041 13.703 -22.670  C67 1.536, O70 1.414, H78 1.090, H79 1.090
72 H -7.494 11.499 -22.743  C67 1.090
73 H -8.603 12.319 -21.797  C67 1.090
74 H -9.912 12.301 -23.630  C68 1.090
75 H -8.583 12.585 -24.714  C68 1.090
76 H -9.880 14.360 -22.684  C69 1.090
77 H -9.555 14.687 -24.428  C69 1.090
78 H -6.547 13.887 -21.715  C71 1.090
79 H -6.191 13.642 -23.350  C71 1.090
80 C -12.127 11.174 -21.057  C81 1.542, C84 1.520, H85 1.090, H86 1.090
81 C -12.097 12.617 -21.599  C80 1.542, C82 1.598, H87 1.090, H88 1.090
82 C -11.352 13.440 -20.449  C81 1.598, O83 1.386, H89 1.090, H90 1.090
83 O -11.692 12.722 -19.313  C82 1.386, C84 1.423
84 C -12.044 11.364 -19.552  C80 1.520, O83 1.423, H91 1.090, H92 1.090
85 H -11.421 10.574 -21.632  C80 1.090
86 H -13.075 10.666 -21.233  C80 1.090
87 H -13.178 12.756 -21.612  C81 1.090
88 H -11.818 12.710 -22.649  C81 1.090
89 H -11.725 14.455 -20.315  C82 1.090
90 H -10.295 13.462 -20.712  C82 1.090
91 H -13.011 11.152 -19.095  C84 1.090
92 H -11.311 10.715 -19.072  C84 1.090
93 C -12.498 12.176 -25.735  C94 1.550, C97 1.488, H98 1.090, H99 1.090
94 C -13.419 11.199 -26.508  C93 1.550, C95 1.452, H100 1.090, H101 1.090
95 C -14.772 11.721 -26.442  C94 1.452, O96 1.377, H102 1.090, H103 1.090
96 O -14.591 13.046 -26.115  C95 1.377, C97 1.435
97 C -13.217 13.449 -26.015  C93 1.488, O96 1.435, H104 1.090, H105 1.090
98 H -11.490 12.137 -26.148  C93 1.090
99 H -12.482 12.139 -24.646  C93 1.090
100 H -13.275 10.211 -26.071  C94 1.090
101 H -13.190 11.121 -27.571  C94 1.090
102 H -15.499 11.255 -25.776  C95 1.090
103 H -15.166 11.775 -27.457  C95 1.090
104 H -13.134 14.344 -25.399  C97 1.090
105 H -13.089 13.885 -27.005  C97 1.090
106 C -7.056 16.505 -19.961  C107 1.466, C110 1.526, H111 1.090, H112 1.090
107 C -8.001 16.696 -18.857  C106 1.466, C108 1.515, H113 1.090, H114 1.090
108 C -8.245 18.177 -18.650  C107 1.515, O109 1.429, H115 1.090, H116 1.090
109 O -7.957 18.685 -19.954  C108 1.429, C110 1.466
110 C -6.935 17.874 -20.624  C106 1.526, O109 1.466, H117 1.090, H118 1.090
111 H -7.350 15.714 -20.651  C106 1.090
112 H -6.134 16.082 -19.559  C106 1.090
113 H -7.701 16.283 -17.894  C107 1.090
114 H -8.911 16.119 -19.024  C107 1.090
115 H -7.656 18.630 -17.853  C108 1.090
116 H -9.309 18.316 -18.456  C108 1.090
117 H -5.964 18.234 -20.283  C110 1.090
118 H -6.971 17.782 -21.709  C110 1.090
119 C -5.105 7.064 -24.078  C120 1.512, C123 1.533, H124 1.090, H125 1.090
120 C -5.661 8.270 -23.354  C119 1.512, C121 1.435, H126 1.090, H127 1.090
121 C -6.727 8.774 -24.173  C120 1.435, O122 1.417, H128 1.090, H129 1.090
122 O -7.220 7.638 -24.862  C121 1.417, C123 1.410
123 C -6.161 6.750 -25.144  C119 1.533, O122 1.410, H130 1.090, H131 1.090
124 H -4.944 6.200 -23.433  C119 1.090
125 H -4.191 7.459 -24.522  C119 1.090
126 H -4.851 8.984 -23.203  C120 1.090
127 H -5.801 7.987 -22.311  C120 1.090
128 H -6.285 9.470 -24.885  C121 1.090
129 H -7.478 9.341 -23.623  C121 1.090
130 H -5.710 6.965 -26.112  C123 1.090
131 H -6.696 5.804 -25.058  C123 1.090

Atom charges from the Löwdin analysis, given in e for atoms 1 to 4: -0.06 -0.24 -0.20 -0.26